{"formula": "C13H22AsGaN6O7S", "method": "wB97M-V/def2-TZVPD", "total_charge": 0, "homo_lumo_gap_ev": 8.33, "homo_energy_ev": -8.2, "symbols": ["As", "Ga", "S", "O", "O", "O", "O", "O", "O", "O", "N", "N", "N", "N", "N", "N", "C", "C", "C", "C", "C", "C", "C", "C", "C", "C", "C", "C", "C", "H", "H", "H", "H", "H", "H", "H", "H", "H", "H", "H", "H", "H", "H", "H", "H", "H", "H", "H", "H", "H", "H"], "positions_angstrom": [[-12.89243, 8.65711, 1.10564], [-13.53132, 10.25083, -2.43886], [-13.47075, 8.38759, -0.89524], [-14.23163, 11.45883, -3.75801], [-14.89337, 13.41304, -0.94320], [-10.92901, 8.52619, -4.90706], [-11.30208, 10.99053, -2.55360], [-13.51940, 11.69105, -1.15801], [-14.26812, 13.74406, -3.75424], [-15.91259, 10.33359, -0.10673], [-13.05036, 8.92072, -3.76280], [-17.74952, 9.16329, -0.77496], [-15.82753, 8.24282, -4.28466], [-15.94711, 9.51817, -2.30075], [-10.47563, 12.04959, -0.66314], [-9.13544, 11.64505, -2.51170], [-14.30310, 12.64674, -1.64435], [-18.25244, 9.22867, 0.59371], [-18.40597, 8.40366, -1.74169], [-16.47133, 8.65092, -3.16134], [-10.35708, 11.52747, -1.93361], [-13.36059, 7.00601, 2.12098], [-10.95478, 8.63864, 1.21420], [-14.33668, 12.65384, -3.21283], [-8.92324, 11.20268, -3.86098], [-16.49697, 9.76583, -1.02782], [-13.75182, 10.28539, 1.85619], [-11.98434, 8.70753, -4.32435], [-17.82341, 8.23692, -2.94752], [-18.32884, 7.67220, -3.72290], [-16.20402, 7.47989, -4.85685], [-13.86212, 10.96017, 1.00468], [-12.98751, 6.92151, 3.15023], [-10.61762, 9.64302, 1.65538], [-9.05872, 10.09347, -3.92553], [-10.53312, 8.51536, 0.21453], [-10.65322, 7.80316, 1.81630], [-13.12444, 10.69792, 2.61251], [-7.87461, 11.44918, -4.18254], [-19.45490, 8.12479, -1.46756], [-9.84967, 12.79445, -0.39837], [-12.88803, 6.19523, 1.45027], [-19.32818, 9.07654, 0.67585], [-18.19746, 10.26051, 0.88081], [-11.43163, 12.24929, -0.42959], [-14.81092, 8.46906, -4.20233], [-8.33928, 11.86577, -1.95896], [-9.63175, 11.69098, -4.54616], [-14.44891, 6.86583, 2.06761], [-17.65094, 8.62562, 1.25551], [-14.71941, 9.96948, 2.20542]], "forces_ev_per_a": [[-0.353, 0.295, 0.868], [-0.122, 0.674, 0.022], [0.128, -0.899, -0.159], [0.063, 0.609, 0.533], [-0.244, 0.767, 0.122], [-3.284, 0.270, 1.779], [0.928, 0.150, 0.581], [-0.029, -0.678, -0.418], [-0.536, -1.198, -0.060], [-0.768, -0.351, -1.389], [2.101, -0.640, -1.098], [-0.668, -0.827, -0.596], [0.572, 0.679, 1.426], [1.235, 0.061, 0.606], [-0.044, -0.256, -0.137], [-0.597, 0.057, 0.181], [-0.115, -0.586, -0.028], [-0.294, 1.008, -0.508], [0.043, 1.466, 0.687], [-1.091, 0.632, -0.020], [-0.530, -0.065, -0.661], [0.337, -0.699, -1.754], [0.255, 2.054, 0.284], [0.928, 0.965, 0.185], [0.706, -0.991, -0.985], [0.315, -1.021, -0.108], [0.678, -1.008, -1.055], [1.173, 0.449, -0.557], [-0.784, -1.250, -0.013], [-0.030, 0.069, 0.110], [0.447, 0.730, 0.626], [-0.041, -0.053, 0.048], [-0.029, 0.339, -0.419], [-0.289, -1.582, -0.597], [0.052, 0.899, -0.198], [-0.234, 0.169, 0.078], [0.184, -0.241, 0.491], [0.335, 0.258, 0.706], [-1.046, -0.154, 0.403], [1.237, 0.001, -0.425], [0.087, -0.084, -0.181], [-0.682, 1.112, 1.178], [0.105, -0.849, -0.376], [0.574, 0.540, 0.468], [-0.549, -0.103, 0.084], [-0.612, -0.577, -0.960], [0.248, 0.236, 0.384], [0.247, -0.237, 0.238], [0.347, 0.094, 0.139], [-0.051, -0.258, 0.273], [-0.302, 0.024, 0.202]]}

{"formula": "CH2Cl2N2", "method": "wB97M-V/def2-TZVPD", "total_charge": 0, "homo_lumo_gap_ev": 8.94, "homo_energy_ev": -9.2, "symbols": ["Cl", "Cl", "N", "N", "C", "H", "H"], "positions_angstrom": [[3.11246, -0.47938, 1.16409], [2.09348, -2.70083, -0.27816], [2.04438, -1.85043, 1.26567], [0.41486, 0.13730, 0.13329], [0.15987, -0.90169, 0.77677], [1.45935, 0.23993, -0.06887], [-0.74585, -1.63270, 0.98812]], "forces_ev_per_a": [[-0.212, -0.420, -0.123], [0.311, -0.124, 0.129], [-2.195, 0.874, -0.538], [-0.479, -3.111, 1.414], [1.427, 0.632, -1.266], [-1.037, 0.331, 0.581], [2.184, 1.819, -0.196]]}

{"formula": "C52H64N5O3P2STeTi", "method": "wB97M-V/def2-TZVPD", "total_charge": -2, "spin_multiplicity": 2, "homo_lumo_gap_ev": [4.20, 6.25], "homo_energy_ev": [-0.5, -2.5], "symbols": ["Te", "Ti", "S", "P", "P", "O", "O", "O", "N", "N", "N", "N", "N", "C", "C", "C", "C", "C", "C", "C", "C", "C", "C", "C", "C", "C", "C", "C", "C", "C", "C", "C", "C", "C", "C", "C", "C", "C", "C", "C", "C", "C", "C", "C", "C", "C", "C", "C", "C", "C", "C", "C", "C", "C", "C", "C", "C", "C", "C", "C", "C", "C", "C", "C", "C", "H", "H", "H", "H", "H", "H", "H", "H", "H", "H", "H", "H", "H", "H", "H", "H", "H", "H", "H", "H", "H", "H", "H", "H", "H", "H", "H", "H", "H", "H", "H", "H", "H", "H", "H", "H", "H", "H", "H", "H", "H", "H", "H", "H", "H", "H", "H", "H", "H", "H", "H", "H", "H", "H", "H", "H", "H", "H", "H", "H", "H", "H", "H", "H"], "positions_angstrom": [[3.64752, 1.30481, -3.34698], [-0.42546, 0.39796, -0.42596], [1.52922, 0.75656, 3.32740], [-2.25663, -1.75027, -1.11724], [0.79128, -2.10026, 0.52866], [1.57523, -2.04544, -2.60023], [2.55863, 2.93741, -1.54740], [-0.01499, -0.49784, -2.23036], [1.28924, 2.89428, 1.75834], [-0.97185, 0.16774, 1.60160], [-2.09260, -2.34467, 2.17949], [0.69490, 1.71788, -1.02220], [-0.32140, 1.38197, 1.41225], [-1.97275, 1.80672, -2.63013], [-5.87076, 2.20469, -1.11787], [-0.72662, 4.26860, -0.78247], [8.66002, 2.25927, 0.57549], [-1.39412, 5.48592, -0.83073], [-2.72618, -1.56844, -2.88943], [-5.19881, 1.06340, 0.88388], [1.31913, 2.81732, -1.31246], [-2.56510, -3.52151, 2.55407], [-2.29997, -1.26672, 3.00793], [-2.97355, 2.41793, -3.41442], [6.33491, 1.42561, 0.09705], [-4.24243, 2.56751, -2.93297], [0.45117, 6.44844, -2.02686], [6.40044, -1.50904, -6.40248], [0.78019, -1.18297, -2.95478], [6.30464, -1.81706, -5.05296], [-1.22450, -3.28147, -1.22903], [5.52464, -1.06715, -4.17656], [-4.55753, 2.08146, -1.64320], [2.76945, 4.23360, 3.21494], [0.52965, 4.12606, -1.36424], [5.23532, 1.22132, -0.72940], [-3.92110, -2.34465, -0.59723], [2.65026, 3.32932, 1.99482], [0.79416, 1.68320, 2.11430], [2.48761, -2.72777, 0.18353], [5.44456, -1.50599, -2.73960], [4.82881, 0.05675, -4.65550], [-1.92191, 1.13368, 3.65501], [4.05746, 0.46650, -0.18701], [-1.70797, -0.01470, 2.70456], [-3.28329, -3.78056, 3.71153], [-6.18906, 1.71433, 0.11570], [4.13821, 1.51678, -6.62061], [4.89427, 0.35740, -6.02342], [5.28997, 1.68339, -2.05516], [-0.23932, -3.53453, -0.08484], [0.83870, -2.47781, 2.32747], [-3.54324, 1.44941, -0.86838], [6.54750, 2.91555, -3.90765], [-2.19916, 1.31776, -1.35873], [7.51153, 2.52671, -1.65164], [-3.92605, 0.94106, 0.40232], [7.24289, -2.34850, -7.32717], [7.48398, 2.06805, -0.34594], [-3.53534, -2.68013, 4.55291], [5.67667, -0.42421, -6.87236], [1.11737, 5.23335, -1.97383], [-0.81097, 6.57727, -1.45831], [6.42886, 2.35285, -2.51627], [-3.05552, -1.44755, 4.21156], [-5.01606, 3.05348, -3.51922], [-1.88631, -4.14785, -1.34888], [6.84585, -3.36304, -7.41165], [2.66883, -2.76675, -0.88691], [3.05993, 1.39673, -6.49896], [-3.50349, -0.80460, -2.96068], [0.05638, -1.96512, 2.87369], [-4.09948, -2.80445, 5.47127], [-1.60066, 2.06463, 3.19526], [-1.35231, 1.00294, 4.57840], [3.79748, 4.58785, 3.33162], [-3.17911, 0.42665, 0.98629], [2.98658, 3.84391, 1.09166], [8.39101, 3.05170, -2.01396], [6.84099, -2.67924, -4.66562], [-0.66402, -3.18113, -2.15895], [6.28353, 1.06861, 1.12133], [-2.37198, -4.34365, 1.86287], [3.20063, -2.04999, 0.65397], [-2.98141, 1.22952, 3.90720], [0.77432, -0.87141, -4.02160], [9.11781, 1.30127, 0.83410], [4.41733, -1.44414, -2.37513], [5.72061, -0.17283, -7.92849], [8.35447, 2.73534, 1.50934], [-7.19768, 1.81496, 0.50096], [-0.77033, -3.90536, 0.79086], [4.35178, 1.60394, -7.68734], [-5.44533, 0.64857, 1.85467], [4.11125, 0.39248, 0.90147], [7.27403, -1.91745, -8.32870], [-4.63684, -1.55656, -0.83990], [-3.97599, -2.53443, 0.46736], [-2.72021, 2.78678, -4.40322], [3.27798, 2.44657, 2.12745], [0.80465, 3.31442, 0.98052], [8.26928, -2.43045, -6.96278], [-1.33293, 7.52685, -1.49854], [6.78298, 2.13632, -4.63560], [1.79602, -2.13151, 2.71498], [5.60746, 3.37286, -4.21990], [-1.87618, -1.23935, -3.48001], [-1.16819, 3.42213, -0.27647], [0.46339, -4.31290, -0.39764], [-6.62333, 2.69826, -1.72555], [-3.62983, -4.77922, 3.94056], [7.33779, 3.66780, -3.94416], [4.39942, 2.45456, -6.12694], [3.11422, 0.94056, -0.45277], [2.60598, -3.72008, 0.62923], [2.10318, 5.10550, -2.40174], [2.11426, 5.10178, 3.11518], [-2.37413, 5.57372, -0.37671], [0.75458, -3.55908, 2.47225], [9.42579, 2.88233, 0.11124], [6.06036, -0.87522, -2.09564], [-0.97708, 1.72918, -3.05073], [5.78632, -2.53738, -2.63778], [-4.18991, -3.24594, -1.15645], [-3.23265, -0.60787, 4.86761], [4.03745, -0.54595, -0.59974], [-3.11726, -2.51166, -3.28282], [2.48231, 3.68110, 4.11013], [0.91803, 7.29976, -2.50995]], "forces_ev_per_a": [[-0.042, -0.054, 0.048], [0.050, 0.243, 0.062], [-0.033, 0.013, 0.035], [0.103, 0.047, -0.064], [-0.005, 0.005, -0.040], [-0.325, -0.207, -0.113], [0.134, 0.069, -0.010], [-0.060, -0.420, 0.048], [-0.006, -0.012, -0.006], [-0.085, -0.047, 0.134], [-0.271, -0.024, -0.113], [-0.174, -0.146, 0.135], [-0.051, -0.211, -0.202], [0.002, 0.007, 0.006], [-0.003, -0.002, 0.003], [0.050, -0.003, 0.029], [-0.001, -0.002, -0.001], [0.002, -0.004, 0.005], [-0.016, 0.017, 0.024], [0.000, -0.002, -0.001], [-0.024, -0.029, 0.037], [-0.103, 0.063, -0.104], [-0.012, 0.016, 0.014], [-0.003, 0.002, 0.005], [-0.011, 0.025, 0.039], [0.006, 0.005, -0.016], [0.008, -0.002, -0.011], [-0.010, 0.007, -0.007], [0.665, 0.689, 0.064], [-0.016, -0.004, 0.007], [-0.002, -0.028, -0.011], [-0.002, -0.005, 0.003], [-0.009, -0.018, -0.009], [-0.003, -0.007, -0.005], [0.002, -0.035, -0.037], [0.003, -0.013, -0.008], [0.042, 0.044, 0.037], [0.037, 0.013, 0.009], [0.041, 0.056, -0.011], [-0.001, 0.016, -0.045], [-0.016, -0.041, -0.060], [0.082, 0.088, -0.002], [-0.008, 0.001, -0.010], [-0.031, -0.006, 0.064], [0.044, -0.001, 0.038], [-0.012, 0.009, 0.035], [-0.006, 0.002, -0.005], [-0.007, 0.011, 0.004], [0.037, 0.002, -0.012], [0.031, -0.042, -0.060], [0.001, -0.040, 0.039], [0.107, 0.092, 0.023], [-0.002, 0.033, -0.010], [-0.059, -0.003, 0.001], [0.017, 0.087, 0.002], [-0.014, 0.018, 0.014], [0.007, 0.002, 0.008], [-0.002, 0.003, 0.000], [-0.005, 0.007, -0.010], [0.001, -0.022, -0.009], [-0.002, -0.020, -0.005], [-0.031, -0.046, -0.051], [0.001, -0.002, 0.006], [-0.031, 0.014, 0.053], [-0.009, 0.013, -0.004], [-0.001, -0.004, -0.002], [0.006, 0.003, -0.003], [-0.001, 0.000, 0.000], [-0.002, 0.011, 0.027], [0.003, -0.002, -0.001], [0.001, -0.004, -0.007], [0.126, -0.035, -0.027], [0.003, 0.000, 0.002], [0.015, 0.011, -0.018], [0.005, 0.003, 0.002], [0.002, -0.009, 0.006], [0.012, -0.001, 0.005], [-0.005, -0.007, -0.005], [0.004, -0.002, 0.001], [-0.001, -0.002, -0.001], [0.020, 0.024, -0.016], [0.003, 0.000, 0.007], [-0.023, -0.008, 0.030], [-0.014, -0.037, 0.018], [0.003, 0.004, -0.003], [-0.190, -0.173, -0.055], [0.000, 0.000, 0.001], [0.012, -0.026, -0.094], [0.002, -0.001, -0.005], [0.000, 0.000, 0.000], [0.000, 0.000, -0.001], [0.060, 0.066, -0.084], [0.000, 0.001, -0.007], [-0.005, 0.005, -0.002], [0.001, -0.021, -0.016], [0.000, 0.001, -0.003], [0.001, 0.001, 0.015], [0.051, -0.049, 0.167], [0.000, 0.002, 0.001], [-0.010, 0.021, -0.005], [0.002, 0.002, -0.002], [0.002, -0.001, 0.001], [-0.001, -0.002, -0.002], [-0.022, -0.052, -0.028], [0.017, -0.002, -0.010], [0.010, 0.000, 0.009], [0.002, -0.002, -0.001], [-0.052, -0.097, -0.010], [0.002, -0.015, 0.007], [-0.001, -0.001, 0.001], [-0.002, 0.001, 0.000], [0.008, -0.016, -0.009], [0.003, -0.008, -0.001], [-0.030, 0.041, 0.019], [-0.004, -0.008, 0.000], [0.011, 0.010, 0.014], [0.007, 0.009, -0.002], [0.003, 0.007, 0.001], [0.001, -0.007, 0.008], [0.000, 0.000, -0.001], [-0.002, 0.009, 0.001], [0.003, 0.005, 0.001], [0.007, 0.002, -0.001], [0.006, -0.002, 0.027], [0.003, -0.004, 0.005], [-0.013, 0.143, 0.058], [0.007, -0.007, 0.007], [-0.007, 0.002, 0.001], [-0.006, -0.001, -0.004]]}

{"formula": "C18H21NO4", "method": "wB97M-V/def2-TZVPD", "total_charge": 0, "smiles": "COc1ccccc1CNC(=O)Cc1ccc(OC)c(OC)c1", "homo_lumo_gap_ev": 8.83, "homo_energy_ev": -8.1, "symbols": ["O", "O", "O", "O", "N", "C", "C", "C", "C", "C", "C", "C", "C", "C", "C", "C", "C", "C", "C", "C", "C", "C", "C", "H", "H", "H", "H", "H", "H", "H", "H", "H", "H", "H", "H", "H", "H", "H", "H", "H", "H", "H", "H", "H"], "positions_angstrom": [[1.71300, -1.36693, -1.57526], [-1.99184, 2.70723, -1.08903], [-3.90102, -0.40742, 0.08371], [3.62176, -1.26312, 0.17224], [-1.16345, 2.27596, 0.97548], [2.30085, 2.16833, 0.49540], [2.90267, -0.11517, 0.01554], [1.07519, 0.94102, -1.15226], [-4.78399, -1.17000, -0.70041], [1.28333, 2.12060, -0.43619], [-1.80260, -0.07851, 1.08661], [-2.67829, -0.92385, 0.38802], [1.86022, -0.17483, -0.93856], [0.31959, 3.25872, -0.63398], [-1.07545, 2.72948, -0.29955], [3.11174, 1.05980, 0.71290], [-0.55491, -0.55615, 1.45267], [0.66036, -1.49955, -2.49749], [-1.01122, -2.66216, 0.42744], [-2.26865, -2.21180, 0.05988], [-0.15193, -1.84127, 1.13065], [-2.20203, 1.35061, 1.37958], [4.68654, -1.26166, 1.08804], [-0.70707, -3.66217, 0.15729], [5.12080, -2.25886, 1.03557], [-2.92279, -2.87322, -0.48641], [-0.30238, 2.23317, 1.49992], [0.56880, 4.09905, 0.01525], [-0.31117, -1.32516, -2.02376], [3.90169, 1.13001, 1.44365], [-5.65752, -0.53837, -0.85360], [5.44866, -0.52174, 0.82135], [-4.34690, -1.42111, -1.67197], [2.47993, 3.07062, 1.06235], [-3.09993, 1.59657, 0.81130], [-5.08831, -2.08885, -0.18791], [-2.39951, 1.48699, 2.44718], [0.71007, -2.52782, -2.85194], [0.82839, -2.19084, 1.41298], [0.26910, 0.91592, -1.86778], [0.31468, 3.59996, -1.66995], [4.34138, -1.07217, 2.11052], [0.12198, 0.08715, 1.99705], [0.78020, -0.81842, -3.34653]], "forces_ev_per_a": [[0.362, 0.268, 0.382], [-0.276, -0.151, -0.322], [0.268, 0.113, 0.182], [-0.355, 0.134, -0.258], [-0.045, 0.029, 0.510], [-0.238, 0.148, -0.170], [0.028, -0.129, -0.017], [0.133, -0.180, -0.082], [-0.164, -0.118, -0.119], [0.357, 0.103, 0.136], [-0.254, 0.004, -0.104], [0.217, 0.023, 0.141], [0.080, -0.165, -0.075], [-0.155, -0.124, -0.172], [0.408, 0.466, 0.146], [0.151, -0.365, 0.038], [-0.224, -0.083, -0.038], [-0.260, 0.013, -0.179], [0.065, 0.030, 0.067], [-0.300, -0.003, -0.152], [0.080, -0.084, 0.039], [-0.188, -0.005, -0.099], [0.173, 0.018, 0.162], [0.024, -0.099, -0.025], [0.004, 0.082, 0.040], [-0.087, -0.035, -0.045], [-0.020, 0.023, -0.153], [0.010, 0.007, -0.002], [0.036, 0.002, -0.011], [0.097, -0.065, 0.054], [0.034, -0.087, -0.022], [-0.037, -0.015, 0.015], [0.002, 0.000, 0.042], [0.000, 0.110, 0.039], [0.094, 0.026, 0.206], [0.031, 0.033, -0.033], [-0.056, 0.010, -0.118], [-0.044, 0.067, -0.009], [0.132, -0.037, 0.015], [-0.132, -0.094, -0.110], [-0.082, 0.026, 0.079], [0.012, 0.011, -0.041], [0.116, 0.101, 0.025], [0.001, -0.010, 0.038]]}

Number 1: total energy -5922.7181 Ha. Number 2: total energy -1069.0224 Ha. Number 3: total energy -4717.9310 Ha. Number 4: total energy -1054.2073 Ha.